Molecular formula: C18H16FNO4
Method: DFT, ωB97M-V/def2-TZVPD

Last columns: bonded neighbours and bond lengths (Å).
Geometry (Å):
1 O -3.960 -1.598 0.555  C2 1.209
2 C -3.354 -0.753 -0.063  O1 1.209, C3 1.539, N18 1.352
3 C -4.046 0.569 -0.441  C2 1.539, O4 1.422, H25 1.092, H26 1.095
4 O -3.161 1.664 -0.642  C3 1.422, C5 1.336
5 C -2.433 2.040 0.414  O4 1.336, O6 1.202, C7 1.515
6 O -2.483 1.505 1.489  C5 1.202
7 C -1.522 3.204 0.082  C5 1.515, C8 1.530, H27 1.089, H28 1.091
8 C -0.096 2.832 0.489  C7 1.530, C9 1.512, H29 1.092, H30 1.092
9 C 0.455 1.755 -0.419  C8 1.512, O10 1.214, C11 1.481
10 O -0.203 1.302 -1.334  C9 1.214
11 C 1.833 1.277 -0.164  C9 1.481, C12 1.397, C17 1.395
12 C 2.507 0.651 -1.215  C11 1.397, C13 1.379, H31 1.079
13 C 3.780 0.149 -1.045  C12 1.379, C14 1.384, H32 1.078
14 C 4.376 0.270 0.199  C13 1.384, F15 1.343, C16 1.385
15 F 5.613 -0.220 0.381  C14 1.343
16 C 3.734 0.884 1.261  C14 1.385, C17 1.381, H33 1.078
17 C 2.463 1.391 1.075  C11 1.395, C16 1.381, H34 1.078
18 N -2.089 -0.854 -0.528  C2 1.352, C19 1.401, H35 1.016
19 C -1.154 -1.865 -0.271  N18 1.401, C20 1.393, C24 1.391
20 C 0.043 -1.832 -0.982  C19 1.393, C21 1.381, H36 1.079
21 C 1.022 -2.777 -0.745  C20 1.381, C22 1.385, H37 1.080
22 C 0.815 -3.771 0.197  C21 1.385, C23 1.384, H38 1.080
23 C -0.379 -3.812 0.895  C22 1.384, C24 1.383, H39 1.080
24 C -1.365 -2.868 0.670  C19 1.391, C23 1.383, H40 1.077
25 H -4.579 0.442 -1.385  C3 1.092
26 H -4.760 0.798 0.356  C3 1.095
27 H -1.586 3.419 -0.984  C7 1.089
28 H -1.855 4.072 0.653  C7 1.091
29 H 0.566 3.699 0.455  C8 1.092
30 H -0.114 2.454 1.514  C8 1.092
31 H 2.017 0.577 -2.174  C12 1.079
32 H 4.311 -0.331 -1.852  C13 1.078
33 H 4.231 0.953 2.216  C16 1.078
34 H 1.959 1.855 1.908  C17 1.078
35 H -1.729 -0.088 -1.090  N18 1.016
36 H 0.198 -1.057 -1.717  C20 1.079
37 H 1.948 -2.737 -1.299  C21 1.080
38 H 1.581 -4.510 0.383  C22 1.080
39 H -0.548 -4.586 1.629  C23 1.080
40 H -2.292 -2.902 1.216  C24 1.077

Output
Total charge = 0
Frontier orbital gap = 0.303 Eh
Structure (SMILES) = O=C(COC(=O)CCC(=O)c1ccc(F)cc1)Nc1ccccc1
Relative energy (zero: lowest compared OMol25 entry of this formula, charge and spin) = 0.000 eV
LUMO level = -0.09 eV